Run one
Computed, not measured: a single C8H14 molecule, with wB97M-V/def2-TZVPD.

Bonds (Å) are listed after each position.
Geometry (Å):
1 C -1.08723 1.03166 1.48980  C2 1.339, H9 1.075, H10 1.078
2 C -0.29111 0.18404 0.82660  C1 1.339, C3 1.454, C6 1.545
3 C -0.59663 -1.23340 0.72094  C2 1.454, C4 1.327, H11 1.102
4 C -0.09927 -2.23046 0.00110  C3 1.327, C5 1.492, H12 1.092
5 C -0.69357 -3.58904 -0.16387  C4 1.492, H13 1.097, H14 1.100, H15 1.083
6 C 0.99182 0.58490 0.06397  C2 1.545, C7 1.527, H16 1.107, H17 1.098
7 C 1.17939 2.07049 -0.23461  C6 1.527, C8 1.501, H18 1.103, H19 1.098
8 C 0.29923 2.53812 -1.35669  C7 1.501, H20 1.096, H21 1.100, H22 1.092
9 H -1.91664 0.78940 2.12941  C1 1.075
10 H -0.86088 2.08083 1.38907  C1 1.078
11 H -1.60106 -1.47208 1.10649  C3 1.102
12 H 0.87143 -2.12247 -0.48800  C4 1.092
13 H 0.12818 -4.29302 -0.34167  C5 1.097
14 H -1.16968 -3.76793 -1.13905  C5 1.100
15 H -1.33195 -3.82766 0.67809  C5 1.083
16 H 1.74759 0.06562 0.68391  C6 1.107
17 H 1.21601 -0.04831 -0.80516  C6 1.098
18 H 0.92637 2.54868 0.72695  C7 1.103
19 H 2.17063 2.53787 -0.17127  C7 1.098
20 H 0.82471 3.21866 -2.03699  C8 1.096
21 H -0.56354 3.16254 -1.08300  C8 1.100
22 H -0.14380 1.77156 -1.99601  C8 1.092

As for the spin multiplicity: 1. Its SMILES is C=C(/C=C/C)CCC. For the molecular weight, the calculation gives 110.20 g mol⁻¹.

=====

Run two
Computed, not measured: a single C8H14 molecule, with wB97M-V/def2-TZVPD.

Bonds (Å) are listed after each position.
Geometry (Å):
1 C -2.13572 1.52362 1.94910  C2 1.327, H9 1.102, H10 1.094
2 C -2.00319 0.46395 1.16159  C1 1.327, C3 1.507, H11 1.097
3 C -1.00975 -0.65954 1.31446  C2 1.507, C4 1.497, H12 1.081, H13 1.143
4 C 0.06928 -0.88619 0.30214  C3 1.497, C5 1.345, C6 1.498
5 C 0.16449 -2.04592 -0.37215  C4 1.345, H14 1.130, H15 1.071
6 C 1.20921 0.08291 0.23217  C4 1.498, C7 1.545, H16 1.106, H17 1.089
7 C 1.88575 0.29617 -1.14020  C6 1.545, C8 1.589, H18 1.102, H19 1.087
8 C 0.83309 0.49203 -2.31369  C7 1.589, H20 1.081, H21 1.107, H22 1.135
9 H -2.82604 2.34093 1.68390  C1 1.102
10 H -1.53813 1.66753 2.85444  C1 1.094
11 H -2.53968 0.39767 0.20674  C2 1.097
12 H -1.68306 -1.39138 1.73786  C3 1.081
13 H -0.28319 -0.47873 2.17819  C3 1.143
14 H 1.10316 -2.20234 -0.98233  C5 1.130
15 H -0.63685 -2.75604 -0.33993  C5 1.071
16 H 0.84578 1.03791 0.65438  C6 1.106
17 H 2.04444 -0.15156 0.89074  C6 1.089
18 H 2.55028 1.17469 -1.14155  C7 1.102
19 H 2.48500 -0.60156 -1.26891  C7 1.087
20 H 1.11735 1.28387 -2.99189  C8 1.081
21 H -0.08068 0.85764 -1.80587  C8 1.107
22 H 0.42843 -0.44567 -2.80921  C8 1.135

As for the spin multiplicity: 1. Its SMILES is C=CCC(=C)CCC. For the molecular weight, the calculation gives 110.20 g mol⁻¹.

=====

Stability summary: most stable run one, least stable run two.

=====

Run one
Computed, not measured: 2 unconnected molecules or ions with the total composition C4H8ClNO, with wB97M-V/def2-TZVPD.

Bonds (Å) are listed after each position.
Geometry (Å):
1 C 1.70335 0.52859 -0.35070  C2 1.532, H5 1.047, H6 1.084, H7 1.101
2 C 0.29631 1.13444 -0.39153  C1 1.532, N3 1.256, H8 1.098
3 N 0.03425 2.05747 0.41946  C2 1.256, O4 1.364
4 O -1.19908 2.63924 0.41300  N3 1.364, H9 0.949
5 H 1.67560 -0.50281 -0.52750  C1 1.047
6 H 2.05221 0.76513 0.64819  C1 1.084
7 H 2.34990 1.05776 -1.06701  C1 1.101
8 H -0.30560 0.66822 -1.18302  C2 1.098
9 H -1.65720 2.12750 -0.24180  O4 0.949
10 C -1.16410 -1.73856 0.57710  C11 1.320, H13 1.116, H14 1.118
11 C -1.66596 -0.52109 0.66167  C10 1.320, Cl12 1.810, H15 1.078
12 Cl -3.07997 -0.32467 -0.45127  C11 1.810
13 H -1.51483 -2.56370 -0.08723  C10 1.116
14 H -0.19064 -1.99179 1.06620  C10 1.118
15 H -1.71872 0.40487 1.21161  C11 1.078

As for the spin multiplicity: 1. Its SMILES is C/C=N/O.C=CCl. For the molecular weight, the calculation gives 121.57 g mol⁻¹.

=====

Run two
Computed, not measured: a single C4H8ClNO molecule, with wB97M-V/def2-TZVPD.

Bonds (Å) are listed after each position.
Geometry (Å):
1 N -1.44049 -0.82493 -0.09735  C2 1.472, H8 1.023, H9 1.032
2 C -0.52123 0.12516 -0.74446  N1 1.472, C3 1.545, C6 1.540, H10 1.092
3 C -0.11219 1.18703 0.30042  C2 1.545, C4 1.562, H11 1.092, H12 1.084
4 C 1.01318 0.20680 0.76027  C3 1.562, O5 1.384, C6 1.565, H13 1.095
5 O 0.67845 -0.66020 1.78542  C4 1.384, H14 0.955
6 C 0.89275 -0.47591 -0.64259  C2 1.540, C4 1.565, Cl7 1.806, H15 1.077
7 Cl 2.01824 0.25956 -1.84883  C6 1.806
8 H -1.76214 -1.56882 -0.72239  N1 1.023
9 H -2.28185 -0.37497 0.29488  N1 1.032
10 H -0.78172 0.41063 -1.76611  C2 1.092
11 H -0.84975 1.52377 1.03130  C3 1.092
12 H 0.32165 2.06895 -0.15579  C3 1.084
13 H 1.98526 0.65536 0.99090  C4 1.095
14 H -0.18581 -0.99140 1.54865  O5 0.955
15 H 1.02566 -1.54103 -0.73431  C6 1.077

As for the spin multiplicity: 1. Its SMILES is N[C@H]1C[C@@H](O)[C@@H]1Cl. For the molecular weight, the calculation gives 121.57 g mol⁻¹.

=====

Run three
Computed, not measured: 3 unconnected molecules or ions with the total composition C4H8ClNO, with wB97M-V/def2-TZVPD.

Bonds (Å) are listed after each position.
Geometry (Å):
1 C -0.66194 2.84704 -0.02236  C2 1.436, H4 1.090, H5 1.091, H6 1.089
2 C -1.87259 2.07641 0.01450  C1 1.436, N3 1.144
3 N -2.84143 1.46864 0.03717  C2 1.144
4 H -0.64470 3.46733 -0.91815  C1 1.090
5 H 0.19544 2.17266 -0.03376  C1 1.091
6 H -0.60900 3.48304 0.86050  C1 1.089
7 C -0.02017 -2.40682 -0.24695  C8 1.487, H10 1.088, H11 1.091, H12 1.086
8 C -0.34743 -1.24319 0.61928  C7 1.487, O9 1.205, H13 1.103
9 O 0.31709 -0.24626 0.74885  C8 1.205
10 H -0.91571 -2.74054 -0.76600  C7 1.088
11 H 0.30977 -3.22296 0.39703  C7 1.091
12 H 0.77100 -2.17137 -0.95330  C7 1.086
13 H -1.29223 -1.34699 1.17819  C8 1.103
14 Cl 3.04873 0.90166 0.02574  H15 1.294
15 H 1.90415 0.37663 0.32551  Cl14 1.294

As for the spin multiplicity: 1. Its SMILES is CC#N.CC=O.Cl. For the molecular weight, the calculation gives 121.57 g mol⁻¹.

=====

Stability summary: most stable run three, least stable run one.

=====

Run one
Computed, not measured: a gas-phase ion, C4H8N2 (charge +2), with wB97M-V/def2-TZVPD.

Bonds (Å) are listed after each position.
Geometry (Å):
1 C 1.23495 -0.93632 -0.02334  C2 1.489, H7 1.080, H8 1.109, H9 1.165
2 C 0.55043 0.38565 -0.02626  C1 1.489, N3 1.298, N4 1.375
3 N 1.24699 1.47994 0.02397  C2 1.298, H10 1.087, H11 1.044
4 N -0.82352 0.35306 0.01435  C2 1.375, C5 1.263, C6 1.497
5 C -1.94447 0.92932 -0.07307  N4 1.263, C6 1.446, H12 1.096
6 C -2.04850 -0.50665 0.06435  N4 1.497, C5 1.446, H13 1.113, H14 1.020
7 H 1.41886 -1.27077 -1.03414  C1 1.080
8 H 2.15880 -0.80412 0.57635  C1 1.109
9 H 0.43091 -1.53518 0.56961  C1 1.165
10 H 2.30646 1.24636 0.08289  N3 1.087
11 H 0.98964 2.48539 -0.09072  N3 1.044
12 H -2.11736 1.99510 -0.25856  C5 1.096
13 H -2.31272 -0.93033 1.05933  C6 1.113
14 H -2.18859 -1.15067 -0.71447  C6 1.020

As for the spin multiplicity: 1. Its total charge is +2. Its SMILES is CC(=[NH2+])[N+]1=CC1. For the molecular weight, the calculation gives 84.12 g mol⁻¹.

=====

Run two
Computed, not measured: a gas-phase ion, C4H8N2 (charge +2), with wB97M-V/def2-TZVPD.

Bonds (Å) are listed after each position.
Geometry (Å):
1 C -1.34599 1.19891 -0.69163  N2 1.269, H7 1.131, H8 1.080
2 N -0.55925 0.43143 -0.05653  C1 1.269, C3 1.464, C5 1.459
3 C -0.60437 -0.06546 1.31974  N2 1.464, C4 1.556, H9 1.175, H10 1.129
4 C 0.77251 -0.72731 1.02558  C3 1.556, C5 1.466, H11 1.081, H12 1.164
5 C 0.68262 -0.26930 -0.36415  N2 1.459, C4 1.466, N6 1.251
6 N 1.28170 -0.44985 -1.44716  C5 1.251, H13 1.126, H14 0.980
7 H -2.25774 1.75225 -0.31631  C1 1.131
8 H -1.16285 1.48483 -1.71651  C1 1.080
9 H -1.45279 -0.85839 1.50129  C3 1.175
10 H -0.80122 0.77287 2.05000  C3 1.129
11 H 0.52058 -1.77771 1.05494  C4 1.081
12 H 1.65921 -0.44050 1.72282  C4 1.164
13 H 2.26655 -0.90602 -1.74614  N6 1.126
14 H 1.00105 -0.14574 -2.33594  N6 0.980

As for the spin multiplicity: 1. Its total charge is +2. Its SMILES is C=[N+]1CCC1=[NH2+]. For the molecular weight, the calculation gives 84.12 g mol⁻¹.

=====

Stability summary: most stable run two, least stable run one.

=====

Run one
Computed, not measured: 2 unconnected molecules or ions with the total composition C5H13N2O, with wB97M-V/def2-TZVPD.

Bonds (Å) are listed after each position.
Geometry (Å):
1 N 1.77995 1.19470 2.36720  H10 1.033, H11 1.034, H16 1.043
2 C -0.22343 -2.43803 1.19217  C3 1.531, H9 1.087, H12 1.089, H13 1.073
3 C -0.22951 -1.68935 -0.14342  C2 1.531, N4 1.434, H14 1.107, H15 1.097
4 N -0.40103 -0.27543 0.02568  C3 1.434, C6 1.385
5 C -0.88327 1.96761 -0.86481  C6 1.540, H17 1.092, H18 1.086, H19 1.085
6 C -0.77317 0.44844 -1.09529  N4 1.385, C5 1.540, C7 1.619, H20 1.094
7 C 0.26658 0.30797 -2.32825  C6 1.619, O8 1.158, H21 1.112
8 O 1.41781 0.31443 -2.20492  C7 1.158
9 H -1.23423 -2.49108 1.58944  C2 1.087
10 H 2.19927 2.05174 1.97116  N1 1.033
11 H 0.98857 1.00099 1.72980  N1 1.034
12 H 0.37585 -1.87346 1.90469  C2 1.089
13 H 0.21546 -3.40586 1.04190  C2 1.073
14 H 0.74309 -1.72263 -0.67066  C3 1.107
15 H -1.04432 -2.08909 -0.75913  C3 1.097
16 H 1.49605 1.33461 3.36119  N1 1.043
17 H 0.05365 2.40738 -0.51680  C5 1.092
18 H -1.59156 2.12562 -0.05733  C5 1.086
19 H -1.18744 2.51402 -1.75189  C5 1.085
20 H -1.75758 0.14882 -1.46742  C6 1.094
21 H -0.21075 0.16860 -3.32332  C7 1.112

As for the spin multiplicity: 2. Its expectation value of S² is 1.09. Its total charge is +2. For the molecular weight, the calculation gives 117.17 g mol⁻¹.

=====

Run two
Computed, not measured: 2 unconnected molecules or ions with the total composition C5H13N2O, with wB97M-V/def2-TZVPD.

Bonds (Å) are listed after each position.
Geometry (Å):
1 N 1.05494 -0.00101 3.09424  H10 1.035, H11 1.038, H16 1.029
2 C 2.44887 -1.21671 -1.28913  C3 1.528, H9 1.091, H12 1.083, H13 1.086
3 C 0.97090 -0.87410 -1.47045  C2 1.528, N4 1.420, H14 1.112, H15 1.104
4 N 0.31519 -0.53426 -0.25754  C3 1.420, C6 1.355
5 C -1.67966 -0.10912 1.07641  C6 1.535, H17 1.082, H18 1.094, H19 1.086
6 C -1.00940 -0.25090 -0.29703  N4 1.355, C5 1.535, C7 1.682, H20 1.097
7 C -1.21759 1.18483 -1.14874  C6 1.682, O8 1.148, H21 1.107
8 O -1.39302 2.17658 -0.59738  C7 1.148
9 H 3.00234 -0.40611 -0.81233  C2 1.091
10 H 1.27698 0.98483 3.31676  N1 1.035
11 H 1.18525 -0.27886 2.10227  N1 1.038
12 H 2.90676 -1.44764 -2.24250  C2 1.083
13 H 2.52914 -2.10761 -0.67338  C2 1.086
14 H 0.87206 -0.05241 -2.21248  C3 1.112
15 H 0.44789 -1.72364 -1.94272  C3 1.104
16 H 1.19553 -0.67460 3.85975  N1 1.029
17 H -2.75214 -0.17383 0.94690  C5 1.082
18 H -1.42501 0.83902 1.55932  C5 1.094
19 H -1.36512 -0.93677 1.70606  C5 1.086
20 H -1.56791 -0.94440 -0.93817  C6 1.097
21 H -1.21604 1.08698 -2.25189  C7 1.107

As for the spin multiplicity: 2. Its expectation value of S² is 0.75. Its total charge is +2. For the molecular weight, the calculation gives 117.17 g mol⁻¹.

=====

Run three
Computed, not measured: a gas-phase ion, C5H13N2O (charge +2), with wB97M-V/def2-TZVPD.

Bonds (Å) are listed after each position.
Geometry (Å):
1 O 1.14467 -1.46665 0.28448  C2 1.218
2 C 0.60125 -0.37678 0.26582  O1 1.218, N3 1.374, C6 1.509
3 N 1.33372 0.70087 -0.16950  C2 1.374, C4 1.456, H9 1.024
4 C 0.80795 1.78214 -0.99086  N3 1.456, C5 1.550, H10 1.099, H11 1.096
5 C 1.96434 2.52650 -1.70609  C4 1.550, H12 1.094, H13 1.088, H14 1.089
6 C -0.82744 -0.23347 0.73030  C2 1.509, N7 1.499, H15 1.098, H16 1.095
7 N -1.49912 -1.57124 0.64374  C6 1.499, C8 1.497, H17 1.027, H18 1.027
8 C -2.92719 -1.45750 1.07842  N7 1.497, H19 1.100, H20 1.076, H21 1.089
9 H 2.32450 0.49245 -0.32047  N3 1.024
10 H 0.21138 1.34851 -1.80618  C4 1.099
11 H 0.13005 2.47211 -0.47489  C4 1.096
12 H 2.94171 2.21264 -1.32783  C5 1.094
13 H 1.89198 3.60815 -1.61897  C5 1.088
14 H 1.93681 2.25544 -2.76070  C5 1.089
15 H -0.94524 0.05562 1.78260  C6 1.098
16 H -1.44195 0.56979 0.31036  C6 1.095
17 H -1.37444 -2.07119 -0.24422  N7 1.027
18 H -1.03502 -2.25982 1.24809  N7 1.027
19 H -3.43945 -0.73605 0.42416  C8 1.100
20 H -3.11076 -1.20616 2.10867  C8 1.076
21 H -3.51892 -2.32543 0.79240  C8 1.089

As for the spin multiplicity: 2. Its expectation value of S² is 0.77. Its total charge is +2. For the molecular weight, the calculation gives 117.17 g mol⁻¹.

=====

Stability summary: most stable run three, least stable run one.